No. 1
Density functional theory data (ωB97M-V/def2-TZVPD) for a structure of composition C39H60N3O2OsP3S3 at a distorted geometry.

Calculated values
- Net charge: +2
- Energy above the lowest of the compared OMol25 structures with the same formula, charge and spin: 0.8797 eV
- Orbital gap (alpha / beta): 5.26 / 5.45 eV

Last column: Löwdin charge in e.
Cartesian coordinates (Å):
1 Os 0.324 0.025 0.075  0.91
2 C -1.645 4.647 -0.115  -0.07
3 C -0.929 3.399 -0.642  -0.49
4 C 0.270 3.800 -1.498  -0.11
5 P -0.653 2.079 0.625  0.98
6 C -2.349 1.640 1.243  -0.49
7 C -2.779 2.467 2.459  -0.07
8 C -3.408 1.689 0.137  -0.10
9 C 0.310 2.528 2.087  -0.30
10 C 0.606 3.774 2.623  -0.02
11 C 1.461 3.892 3.715  -0.24
12 C 1.810 5.233 4.286  -0.03
13 C 2.006 2.727 4.260  0.00
14 C 1.686 1.474 3.766  -0.01
15 C 0.823 1.373 2.681  -0.33
16 N 0.405 0.130 2.122  -0.13
17 C -0.281 -0.738 2.982  -0.29
18 C -0.619 -0.404 4.303  0.01
19 C -1.325 -1.290 5.091  0.00
20 C -1.734 -2.534 4.611  -0.24
21 C -2.530 -3.469 5.468  -0.03
22 C -1.412 -2.856 3.294  -0.02
23 C -0.715 -1.978 2.478  -0.30
24 P -0.316 -2.354 0.752  1.02
25 C -1.887 -2.852 -0.100  -0.53
26 C -2.923 -1.751 0.079  -0.12
27 C -2.491 -4.212 0.254  -0.09
28 C 0.676 -3.907 0.921  -0.51
29 C 0.924 -4.598 -0.416  -0.08
30 C 1.926 -3.709 1.771  -0.08
31 H -1.778 5.341 -0.945  0.10
32 H -1.064 5.167 0.646  0.07
33 H -2.630 4.436 0.292  0.06
34 H -1.621 2.857 -1.297  0.08
35 H 0.877 4.560 -0.997  0.09
36 H -0.095 4.268 -2.412  0.10
37 H 0.890 2.959 -1.811  0.01
38 H -2.238 0.603 1.575  0.08
39 H -2.792 3.536 2.250  0.08
40 H -2.128 2.299 3.316  0.07
41 H -3.790 2.172 2.740  0.10
42 H -3.702 2.714 -0.081  0.08
43 H -4.301 1.161 0.472  0.10
44 H -3.084 1.230 -0.800  0.05
45 H 0.204 4.676 2.181  0.10
46 H 1.324 6.039 3.740  0.08
47 H 2.887 5.401 4.257  0.09
48 H 1.502 5.302 5.330  0.10
49 H 2.686 2.804 5.099  0.13
50 H 2.114 0.582 4.205  0.13
51 H -0.346 0.554 4.717  0.11
52 H -1.569 -1.009 6.107  0.13
53 H -2.184 -3.448 6.500  0.09
54 H -2.473 -4.493 5.103  0.09
55 H -3.582 -3.175 5.472  0.10
56 H -1.717 -3.822 2.912  0.11
57 H -1.582 -2.858 -1.154  0.09
58 H -3.252 -1.685 1.118  0.09
59 H -3.798 -1.950 -0.540  0.10
60 H -2.526 -0.780 -0.223  0.00
61 H -3.079 -4.151 1.169  0.08
62 H -1.762 -5.011 0.365  0.06
63 H -3.173 -4.511 -0.542  0.10
64 H -0.019 -4.533 1.492  0.10
65 H 1.521 -3.991 -1.093  0.04
66 H -0.005 -4.849 -0.926  0.07
67 H 1.464 -5.531 -0.245  0.10
68 H 2.629 -3.006 1.319  0.06
69 H 2.435 -4.667 1.877  0.10
70 H 1.674 -3.358 2.772  0.08
71 N 2.725 2.861 0.326  0.16
72 C 3.116 1.587 0.289  -0.67
73 N 2.367 0.547 -0.048  -0.10
74 C 3.213 -0.577 -0.236  -0.33
75 C 2.879 -1.746 -0.905  -0.11
76 C 3.847 -2.722 -1.077  -0.07
77 C 5.138 -2.555 -0.586  -0.05
78 C 5.497 -1.373 0.038  -0.06
79 C 4.530 -0.392 0.176  -0.45
80 S 4.770 1.249 0.691  1.16
81 H 1.894 3.123 -0.177  0.04
82 H 3.420 3.580 0.439  0.12
83 H 1.898 -1.851 -1.349  0.03
84 H 3.606 -3.623 -1.624  0.11
85 H 5.875 -3.331 -0.732  0.12
86 H 6.515 -1.200 0.361  0.12
87 C -2.396 1.377 -4.464  -0.05
88 C -1.261 2.279 -4.900  -0.40
89 C -0.939 2.182 -6.377  -0.03
90 O -0.037 2.082 -4.113  -0.32
91 P 0.757 0.792 -3.706  -0.03
92 S 2.596 1.143 -3.253  0.40
93 S -0.408 -0.023 -2.063  0.34
94 O 0.410 -0.199 -4.881  -0.29
95 C 0.564 -1.636 -5.095  -0.41
96 C 1.715 -2.223 -4.314  -0.05
97 C -0.758 -2.327 -4.839  -0.04
98 H -3.284 1.640 -5.039  0.10
99 H -2.628 1.502 -3.406  0.05
100 H -2.172 0.328 -4.652  0.06
101 H -1.512 3.312 -4.654  0.14
102 H -0.758 1.152 -6.675  0.08
103 H -0.061 2.779 -6.615  0.10
104 H -1.780 2.567 -6.953  0.10
105 H 0.789 -1.679 -6.161  0.15
106 H 1.513 -2.178 -3.244  0.04
107 H 2.650 -1.704 -4.516  0.08
108 H 1.825 -3.271 -4.594  0.10
109 H -1.024 -2.300 -3.781  0.05
110 H -0.678 -3.368 -5.152  0.10
111 H -1.559 -1.865 -5.414  0.08

No. 2
Density functional theory data (ωB97M-V/def2-TZVPD) for a structure of composition C4H7HoO2 at a distorted geometry.

Calculated values
- Spin multiplicity: 5
- Net charge: 0
- Expectation value of S²: 6.01
- Orbital gap (alpha / beta): 5.01 / 2.68 eV

Last column: Mulliken spin population.
Cartesian coordinates (Å):
1 O -2.480 0.322 0.921  0.89
2 C -1.886 0.596 -0.282  -0.01
3 C -0.827 -0.467 -0.647  0.02
4 C 0.208 -0.603 0.475  0.00
5 C 1.551 -0.134 0.117  0.00
6 O 2.510 -0.120 0.889  0.00
7 Ho 4.980 1.107 0.851  3.01
8 H -0.080 -0.001 1.358  0.00
9 H -1.352 1.584 -0.283  0.08
10 H -2.610 0.614 -1.136  0.01
11 H -0.384 -0.242 -1.632  0.00
12 H -1.345 -1.433 -0.765  0.00
13 H 0.070 -1.618 0.988  0.00
14 H 1.646 0.395 -0.854  0.00

No. 3
Density functional theory data (ωB97M-V/def2-TZVPD) for the molecule C3H7BrN2 at a distorted geometry.

Calculated values
- Spin multiplicity: 3
- Net charge: 0
- Expectation value of S²: 2.01
- Energy above the lowest of the compared OMol25 structures with the same formula, charge and spin: 0.2484 eV
- Orbital gap (alpha / beta): 7.87 / 8.27 eV

Last column: Mulliken spin population.
Cartesian coordinates (Å):
1 C -0.967 -0.106 0.471  0.02
2 C 1.047 -0.935 -0.757  0.01
3 C 0.535 0.253 0.169  0.05
4 N 1.224 2.273 -0.037  0.99
5 N 0.481 1.435 -0.569  0.84
6 Br 3.021 -0.790 -0.825  0.01
7 H -1.471 -0.600 -0.426  0.00
8 H -1.222 -0.707 1.373  0.00
9 H -1.543 0.954 0.566  0.00
10 H 0.614 -1.916 -0.405  0.00
11 H 0.742 -0.988 -1.859  0.01
12 H 1.024 0.508 1.181  -0.02
13 H 1.225 3.215 -0.607  0.08

No. 4
Density functional theory data (ωB97M-V/def2-TZVPD) for a structure of composition C10H13NOY at a distorted geometry.

Calculated values
- Net charge: -1
- Energy above the lowest of the compared OMol25 structures with the same formula, charge and spin: 0.0000 eV
- Orbital gap (alpha / beta): 5.12 / 5.12 eV

Last column: Löwdin charge in e.
Cartesian coordinates (Å):
1 C -1.350 1.476 1.106  -0.23
2 C -0.354 2.364 0.596  -0.25
3 C 0.897 2.021 1.207  -0.25
4 C 0.662 0.910 2.090  -0.23
5 C -0.731 0.594 2.030  -0.22
6 Y 0.290 0.060 -0.302  1.03
7 C 0.707 1.002 -2.581  -0.14
8 C -0.587 0.715 -2.380  -0.35
9 C -1.902 0.732 -2.549  -0.03
10 N -1.338 -1.196 -0.386  -0.25
11 H 1.860 2.523 1.038  0.08
12 H -0.525 3.183 -0.110  0.09
13 H 1.419 0.399 2.704  0.09
14 H -1.231 -0.184 2.615  0.10
15 H -2.412 1.505 0.851  0.09
16 H 1.103 2.008 -2.323  0.07
17 H -1.996 -1.966 -0.210  -0.14
18 H 1.406 0.347 -3.127  0.07
19 H -2.379 1.280 -3.362  0.04
20 H -2.602 0.226 -1.873  0.04
21 C 1.383 -3.394 1.073  -0.14
22 C 1.525 -2.032 0.530  -0.45
23 O 2.215 -1.468 -0.306  -0.19
24 H 0.325 -3.468 1.365  0.06
25 H 1.998 -3.463 1.985  0.07
26 H 1.616 -4.173 0.319  0.06

No. 5
Density functional theory data (ωB97M-V/def2-TZVPD) for a cluster of 2 separate species, C2H9NO in total at a distorted geometry.

Calculated values
- Net charge: 0
- Energy above the lowest of the compared OMol25 structures with the same formula, charge and spin: 0.5677 eV
- Orbital gap: 10.25 eV
- Structure (SMILES): CNC.O

Last column: Löwdin charge in e.
Cartesian coordinates (Å):
1 H -0.496 -1.223 0.036  -0.04
2 O -1.128 -2.107 0.063  -0.21
3 N 0.407 -0.137 0.007  -0.20
4 H -1.181 -2.438 -0.863  0.01
5 H 1.357 -0.480 -0.128  0.13
6 C 0.326 0.563 1.286  -0.10
7 H 0.540 -0.136 2.089  0.09
8 H 0.973 1.436 1.356  0.08
9 H -0.707 0.848 1.481  0.09
10 C 0.062 0.748 -1.109  -0.10
11 H 0.701 1.632 -1.176  0.08
12 H 0.112 0.200 -2.048  0.08
13 H -0.965 1.093 -0.997  0.09